No. 1
8
Properties=species:S:1:pos:R:3:forces:R:3 method="wB97M-V/def2-TZVPD" homo_energy_ev=-2.376 charge=-1
S 1.054 -0.384 1.802 -0.3 -0.6 -1.7
H 1.224 0.042 3.002 0.2 0.6 1.6
C -0.709 -0.125 -1.988 -0.1 -0.1 -1.6
C -1.553 0.898 -1.970 1.1 -1.5 -2.8
H -0.340 -0.597 -1.110 0.3 -0.2 0.8
H -0.361 -0.552 -2.961 -0.3 0.4 0.9
H -1.909 1.303 -1.115 -1.0 1.2 2.7
H -1.915 1.317 -2.905 0.0 0.1 0.0

No. 2
15
Properties=species:S:1:pos:R:3:forces:R:3 method="wB97M-V/def2-TZVPD" homo_energy_ev=-9.855 charge=0 smiles="[H][H].CC=O.C=C"
C -1.318 -0.547 -1.431 0.0 0.0 0.1
C -1.118 0.944 -1.384 0.0 0.2 0.2
O -1.182 1.617 -0.382 0.0 -0.3 -0.5
C 0.266 0.217 2.031 0.2 -0.1 0.0
C 1.458 -0.369 2.092 -0.1 0.1 0.0
H -0.550 -1.001 -2.067 -0.1 0.1 0.1
H -2.291 -0.776 -1.887 0.1 0.1 0.1
H -1.274 -0.968 -0.423 0.0 0.1 -0.2
H 1.901 0.036 -1.323 0.0 0.0 0.0
H -0.899 1.424 -2.362 0.0 0.0 0.1
H -0.648 -0.327 2.261 0.1 0.1 0.0
H 0.135 1.255 1.733 0.1 -0.2 0.1
H 1.587 -1.415 2.367 -0.1 0.2 0.0
H 2.368 0.180 1.862 -0.1 0.0 0.0
H 1.592 0.082 -0.647 0.0 0.0 -0.1

No. 3
155
Properties=species:S:1:pos:R:3:forces:R:3 method="wB97M-V/def2-TZVPD" homo_energy_ev=-9.714 charge=0
C 5.266 -4.378 -0.997 -0.8 0.4 0.2
C 4.746 -3.214 -1.872 0.9 -1.6 0.2
O 3.544 -2.704 -1.252 0.3 -0.1 -0.5
C 3.291 -1.444 -1.617 -0.9 -0.2 -0.9
C 2.302 -1.169 -2.576 -0.5 -0.3 -0.3
C 2.045 0.159 -2.918 -0.7 -0.2 -0.4
C 2.736 1.235 -2.356 -0.7 0.5 -0.6
C 2.425 2.665 -2.747 -0.6 -0.3 -0.6
O 3.310 2.970 -3.843 0.3 -0.1 0.5
N 3.453 4.365 -3.946 0.5 0.2 0.4
O 4.557 4.635 -4.214 -0.4 0.1 -0.4
C 3.697 0.944 -1.415 0.3 1.1 0.3
I 4.728 2.586 -0.544 -0.2 -0.5 -0.4
C 3.948 -0.362 -1.064 0.8 0.4 1.6
S 5.181 -0.645 0.198 0.5 -1.3 -0.2
O 5.155 -1.982 0.643 -0.6 -0.5 0.7
O 6.427 -0.182 -0.282 0.3 1.1 0.0
F 4.714 0.210 1.438 0.0 0.0 -0.7
C 0.932 0.375 -3.938 0.2 -0.6 0.3
O 0.969 1.241 -4.774 -0.3 0.0 0.1
C -0.222 -0.613 -3.850 -0.8 0.7 -0.5
C -1.617 -0.073 -4.099 0.3 1.3 1.1
C -2.149 0.496 -2.725 0.1 -1.3 -0.1
C -3.256 -0.432 -2.168 0.3 1.0 0.2
C -3.470 -0.222 -0.645 -0.7 -1.1 -1.5
S -4.810 0.905 -0.217 0.7 0.4 1.7
O -5.279 0.556 1.080 -0.5 -0.7 0.3
O -4.347 2.249 -0.329 0.2 0.5 -1.3
Cl -6.413 0.603 -1.466 0.7 -0.1 -0.1
C 0.003 -1.880 -3.532 0.6 -1.0 0.8
C -1.121 -2.866 -3.411 0.2 -0.4 0.4
Br -1.446 -3.621 -1.653 0.2 1.0 -0.6
C -1.920 -3.220 -4.416 0.4 0.0 0.0
C -1.728 -2.683 -5.815 -1.1 -0.7 0.1
Br -3.363 -4.439 -4.091 0.3 0.5 -0.6
C 1.459 -2.282 -3.258 0.0 0.5 0.3
O 1.916 -3.344 -3.594 -0.2 0.3 0.3
H 4.443 -4.663 -0.331 0.1 0.0 -0.1
H 6.082 -4.069 -0.340 0.0 -0.2 -0.3
H 5.496 -5.258 -1.595 0.3 0.1 0.0
H 5.536 -2.462 -1.979 -0.4 0.2 0.1
H 4.528 -3.608 -2.872 -0.4 0.3 0.1
H 2.578 3.342 -1.904 0.2 -0.1 -0.2
H 1.380 2.797 -3.040 0.9 -0.2 -0.3
H -2.336 -0.825 -4.405 0.3 0.2 -0.3
H -1.546 0.771 -4.792 -0.1 -0.4 -0.2
H -1.322 0.427 -2.004 -0.1 0.4 -0.1
H -2.486 1.527 -2.823 -0.1 -0.2 0.1
H -2.981 -1.483 -2.288 -0.1 0.3 -0.2
H -4.166 -0.213 -2.739 0.0 -0.4 0.2
H -2.546 0.111 -0.163 -0.4 0.4 0.2
H -3.740 -1.196 -0.224 -0.2 0.5 0.1
H -2.101 -3.448 -6.503 0.4 0.1 -0.1
H -0.693 -2.406 -6.019 -0.1 -0.1 0.0
H -2.393 -1.822 -5.972 0.4 -0.3 0.0
C 4.366 -0.434 5.061 0.0 0.0 0.0
Cl 4.434 -0.865 6.773 0.0 0.1 -0.2
Cl 3.554 1.128 4.878 0.0 0.0 0.0
Cl 6.005 -0.324 4.413 -0.1 0.0 0.1
Cl 3.466 -1.673 4.175 0.0 0.0 0.0
C 10.001 -0.202 2.876 0.0 -0.1 0.1
Cl 10.579 1.409 2.427 0.0 0.0 0.0
Cl 8.352 -0.420 2.287 0.2 0.0 -0.1
Cl 11.046 -1.429 2.151 0.0 0.1 0.1
Cl 10.023 -0.365 4.637 -0.1 -0.1 -0.2
C -0.786 4.660 -1.426 -0.1 0.1 0.1
Cl -1.631 4.601 0.121 0.0 0.0 -0.1
Cl -0.538 3.004 -2.021 -0.6 0.4 0.5
Cl -1.759 5.539 -2.603 0.1 0.0 0.0
Cl 0.773 5.471 -1.220 0.0 -0.1 0.0
C -5.821 6.636 -2.807 0.1 -0.1 0.1
Cl -7.352 6.050 -3.469 0.1 0.0 0.0
Cl -6.076 8.203 -2.029 0.0 0.0 0.0
Cl -5.203 5.481 -1.622 -0.2 0.1 -0.1
Cl -4.641 6.805 -4.115 0.0 0.1 -0.1
C -2.772 -0.760 -9.167 0.0 0.2 -0.1
Cl -3.571 -0.413 -7.623 -0.2 0.2 -0.2
Cl -3.810 -0.221 -10.492 -0.1 0.4 0.6
Cl -1.232 0.101 -9.235 0.0 -0.1 0.0
Cl -2.479 -2.502 -9.290 0.0 0.0 0.1
C -3.396 -2.065 -14.090 0.1 0.0 0.0
Cl -2.516 -0.667 -14.722 0.0 0.0 0.0
Cl -3.047 -3.482 -15.088 0.0 0.1 0.0
Cl -2.892 -2.370 -12.423 0.2 -0.5 -0.6
Cl -5.133 -1.732 -14.124 0.0 0.0 0.0
C -5.886 -2.742 2.876 -0.1 0.2 0.1
Cl -7.383 -3.276 2.092 0.8 -0.2 -0.4
Cl -6.143 -1.165 3.620 0.0 -0.1 0.0
Cl -5.411 -3.910 4.113 0.0 0.0 -0.1
Cl -4.617 -2.621 1.647 0.0 -0.2 0.2
C 6.254 -9.698 0.032 0.0 0.0 0.0
Cl 7.259 -8.483 -0.770 0.0 0.0 0.0
Cl 6.419 -11.246 -0.808 0.0 0.1 0.0
Cl 6.778 -9.880 1.710 0.0 0.0 -0.1
Cl 4.563 -9.184 -0.007 0.1 0.0 0.0
C 7.506 5.720 0.371 0.2 0.0 0.0
Cl 8.255 6.412 -1.070 -0.1 0.0 0.0
Cl 7.671 6.843 1.725 0.0 0.0 0.0
Cl 5.783 5.429 0.056 0.2 0.5 0.1
Cl 8.288 4.187 0.772 -0.1 0.0 0.0
C 3.942 -4.211 9.574 -0.1 -0.1 0.0
Cl 5.017 -2.903 10.097 0.1 -0.3 0.0
Cl 2.698 -4.474 10.802 0.1 0.0 0.0
Cl 3.176 -3.772 8.043 0.0 -0.1 0.1
Cl 4.883 -5.691 9.360 0.0 0.1 0.0
C 11.080 3.204 6.171 0.0 0.0 0.0
Cl 11.825 3.931 4.742 0.0 0.0 0.1
Cl 11.229 4.316 7.538 0.0 0.0 0.0
Cl 9.369 2.896 5.853 0.1 0.0 0.0
Cl 11.904 1.685 6.561 0.0 0.2 0.0
C -5.571 5.865 2.371 0.1 -0.1 0.0
Cl -4.879 7.295 1.590 0.0 0.0 0.0
Cl -5.071 4.416 1.496 0.0 0.0 0.2
Cl -5.003 5.776 4.043 0.3 -0.6 -0.2
Cl -7.338 5.983 2.355 0.0 0.0 0.0
C -10.677 0.385 -0.674 0.0 0.0 0.1
Cl -11.738 1.798 -0.749 0.0 0.0 0.0
Cl -11.617 -1.035 -0.200 0.0 0.0 0.0
Cl -9.950 0.109 -2.265 0.0 0.1 0.0
Cl -9.400 0.664 0.511 0.0 0.0 0.0
C -5.691 9.199 6.016 -0.1 0.1 -0.1
Cl -4.095 8.483 6.297 0.0 0.0 0.0
Cl -6.631 9.133 7.511 -0.2 0.2 -0.4
Cl -5.498 10.884 5.513 0.0 -0.1 0.0
Cl -6.528 8.296 4.751 -0.3 0.6 0.3
C 3.635 1.701 10.065 0.0 0.0 0.0
Cl 2.883 2.113 11.611 0.0 0.0 -0.1
Cl 2.511 2.057 8.747 0.0 0.0 0.0
Cl 5.111 2.651 9.853 0.0 0.0 0.0
Cl 4.036 -0.022 10.044 -0.1 0.3 0.1
C -11.120 -3.726 -3.751 0.0 0.0 0.0
Cl -12.196 -2.326 -3.838 0.0 -0.1 0.0
Cl -12.048 -5.151 -3.268 0.0 0.0 0.0
Cl -10.392 -4.007 -5.338 0.0 0.0 0.0
Cl -9.845 -3.424 -2.564 0.0 -0.1 -0.1
C -5.462 7.382 11.403 0.1 0.0 0.0
Cl -4.024 7.205 12.417 -0.1 0.0 0.0
Cl -6.555 8.567 12.132 0.0 0.0 0.0
Cl -4.991 7.934 9.791 0.1 -0.2 0.4
Cl -6.286 5.823 11.273 0.0 0.0 0.0
C 0.971 -6.833 -1.544 0.0 0.1 0.0
Cl -0.646 -7.087 -2.214 0.0 0.0 0.0
Cl 1.053 -5.236 -0.783 0.6 -0.6 0.1
Cl 1.307 -8.075 -0.328 -0.1 0.0 0.0
Cl 2.157 -6.949 -2.846 0.0 0.1 0.1
C -11.431 -2.595 3.978 0.0 0.1 0.0
Cl -9.816 -2.761 3.269 -0.8 0.2 0.4
Cl -11.814 -0.879 4.175 0.0 -0.1 0.0
Cl -12.624 -3.346 2.909 0.0 0.0 0.0
Cl -11.468 -3.392 5.556 0.0 0.0 -0.1
C 12.989 -3.873 -0.879 0.0 0.0 0.0
Cl 12.005 -2.408 -0.970 0.1 -0.1 -0.1
Cl 11.973 -5.233 -0.381 0.0 0.0 0.0
Cl 13.695 -4.213 -2.464 0.0 0.0 0.1
Cl 14.282 -3.640 0.305 0.0 0.0 0.0

No. 4
17
Properties=species:S:1:pos:R:3:forces:R:3 method="wB97M-V/def2-TZVPD" homo_energy_ev=-4.062 charge=-1
C -0.314 0.624 0.562 -1.0 -1.1 2.4
H 0.844 0.032 -1.128 0.0 -0.2 0.9
Cl 1.977 3.116 0.141 -0.2 -0.1 -0.1
C 0.451 -0.444 -0.202 0.4 0.9 -0.7
H 0.328 1.208 1.228 0.1 0.4 -1.0
C -1.328 1.354 -0.286 -0.2 -0.1 -0.1
H -0.956 1.454 -1.318 0.0 0.4 0.5
H -2.253 0.763 -0.361 0.3 0.0 0.2
H -1.583 2.317 0.174 0.3 -0.2 -0.4
C -0.357 -1.658 -0.615 -0.3 -0.3 0.1
H -1.112 -1.928 0.139 0.4 0.1 -0.2
H -0.857 -1.416 -1.561 0.0 -0.1 0.3
H 0.304 -2.512 -0.799 -0.1 0.1 0.0
N 1.679 -0.839 0.582 0.5 -0.2 0.2
O 2.755 -0.845 0.016 -0.4 0.0 -0.3
O 1.528 -1.162 1.742 -0.2 0.0 0.0
F -1.107 -0.062 1.685 0.6 0.5 -1.8